# 1
A structure of composition C26H74MgO12 in a non-equilibrium geometry, computed with ωB97M-V with the def2-TZVPD basis set.

Structure (XYZ):
```
113
Properties=species:S:1:pos:R:3
Mg 2.4284 -0.9597 -1.0325
C -1.4583 0.4760 0.3281
C -0.4450 0.0361 -0.7103
C 0.2268 1.3914 -1.1559
O 0.5873 -0.8526 -0.2967
H -2.2145 1.0707 -0.1843
H -1.0697 1.1062 1.1280
H -1.9520 -0.3860 0.7767
H -0.9678 -0.4304 -1.5452
H 0.2162 2.1181 -0.3436
H -0.3462 1.9146 -1.9214
H 1.2481 1.4030 -1.5368
C 2.4186 1.5914 -4.0478
C 3.3871 0.4369 -3.8831
C 4.8972 0.7813 -4.1939
O 3.3152 -0.1029 -2.5599
H 2.5749 2.4697 -3.4215
H 1.4004 1.2437 -3.8729
H 2.4824 1.9637 -5.0702
H 3.1484 -0.3690 -4.5770
H 5.3014 1.7249 -3.8273
H 4.8100 0.9363 -5.2693
H 5.6382 -0.0024 -4.0364
C 3.2685 -4.2205 1.2789
C 3.0478 -2.7356 1.4726
O 3.5012 -2.1227 0.2546
H 4.3255 -4.4544 1.1523
H 2.7305 -4.6341 0.4259
H 2.9960 -4.6263 2.2531
H 3.4930 -2.3459 2.3881
H 1.9755 -2.5561 1.5506
H 4.4590 -2.1339 0.3175
C -4.6286 -0.1412 -1.9476
C -6.1072 -0.6983 -1.7296
O -6.0476 -1.9102 -1.0122
H -4.3293 0.3079 -1.0006
H -4.5574 0.6961 -2.6419
H -3.8017 -0.8168 -2.1666
H -6.5681 -0.9776 -2.6771
H -6.7533 -0.0088 -1.1863
H -6.9282 -2.2920 -0.9936
C -1.5932 1.5445 4.1923
C -1.4307 1.9888 5.6453
O -0.3086 2.8570 5.7506
H -0.7771 0.8657 3.9446
H -1.4318 2.3862 3.5189
H -2.5654 1.0580 4.1129
H -1.1843 1.1161 6.2501
H -2.2877 2.4711 6.1155
H -0.0520 2.7808 6.6725
C 2.5206 1.9348 2.1344
C 3.4171 0.7604 1.7212
O 3.1143 0.4764 0.3762
H 1.5045 1.5827 2.3126
H 2.5630 2.6842 1.3441
H 3.0226 2.3724 2.9972
H 3.2552 -0.1469 2.3032
H 4.4871 0.9469 1.8137
H 3.4163 1.2125 -0.1609
C -0.2556 -1.6638 3.2373
C -0.3705 -3.1995 3.3678
O 0.0027 -3.5402 4.6578
H 0.7562 -1.2833 3.3776
H -0.8950 -1.2826 4.0334
H -0.6724 -1.2501 2.3189
H 0.2213 -3.7686 2.6509
H -1.2858 -3.7352 3.1162
H -0.6295 -3.0693 5.2057
C -2.4602 -3.3716 0.1223
C -1.3808 -4.3544 -0.1294
O -0.2857 -3.7240 -0.6757
H -2.2057 -2.6619 0.9095
H -3.3981 -3.8821 0.3412
H -2.7787 -2.7710 -0.7297
H -1.7563 -5.1400 -0.7851
H -1.1161 -4.8178 0.8210
H -0.3675 -2.7889 -0.4746
C -1.8695 4.6404 -0.8197
C -2.0383 4.8892 -2.2889
O -0.7517 4.8036 -2.8680
H -2.8633 4.7506 -0.3857
H -1.2807 5.4210 -0.3379
H -1.5286 3.6084 -0.7378
H -2.3349 5.9081 -2.5376
H -2.7707 4.2203 -2.7410
H -0.2390 4.1438 -2.3953
C 4.3467 4.7192 -2.3033
C 4.5438 3.8457 -1.0827
O 3.7684 2.6840 -1.0804
H 4.7269 4.1713 -3.1655
H 4.7705 5.7023 -2.0984
H 3.2835 4.8511 -2.5036
H 4.2864 4.3872 -0.1724
H 5.6214 3.7721 -0.9357
H 3.7702 2.2899 -1.9558
C 0.8641 -3.7008 -4.0258
C 2.1538 -3.4721 -3.1642
O 1.7997 -2.5343 -2.0998
H 1.2275 -4.4914 -4.6823
H 0.6099 -2.7758 -4.5433
H 0.1297 -4.1476 -3.3556
H 3.0269 -3.0205 -3.6352
H 2.6124 -4.4019 -2.8276
H 0.8753 -2.7780 -2.0128
C -5.2967 0.2112 1.7641
C -5.2233 -0.5608 3.1007
O -6.5666 -0.7310 3.4342
H -5.7077 -0.5343 1.0833
H -4.3726 0.5605 1.3036
H -5.9635 1.0485 1.9699
H -4.7321 0.0383 3.8674
H -4.6365 -1.4718 2.9826
H -6.7367 -0.5246 4.3562
```

Results
* net charge: -1
* calculated total energy: -2137.88568 Ha
* gap between HOMO and LUMO (alpha / beta): 1.38 / 7.52 eV
* F_max: 3.9 eV/A
* spin multiplicity: 2

***

# 2
A structure of composition C15H31O10Zn in a non-equilibrium geometry, computed with ωB97M-V with the def2-TZVPD basis set.

Structure (XYZ):
```
57
Properties=species:S:1:pos:R:3
Zn -16.0904 11.4369 18.1108
O -14.1535 8.7397 17.6868
H -13.6169 7.9741 17.4029
C -21.1046 10.4357 20.8253
O -20.8614 9.1081 20.5182
C -20.1851 8.6875 19.4446
O -19.5030 9.4085 18.6906
O -20.2248 7.3205 19.3875
C -19.8052 6.4831 18.2870
H -21.1689 11.0875 19.9540
H -20.3291 10.8920 21.4406
H -21.9541 10.6223 21.4822
H -20.2217 5.5151 18.5657
H -18.7288 6.3567 18.1713
H -20.2147 6.8069 17.3302
C -10.4502 12.4004 16.9512
O -10.5162 13.8124 17.0026
C -11.6901 14.3742 17.0441
O -12.7669 13.7567 16.9093
O -11.4530 15.6513 17.1463
C -12.4696 16.5935 17.4848
H -9.4250 12.1186 17.1914
H -10.7580 12.1269 15.9420
H -11.0333 11.8014 17.6507
H -13.2510 16.5747 16.7251
H -12.2010 17.6488 17.5313
H -12.8631 16.3364 18.4682
C -11.2723 3.6191 17.8199
C -10.9586 2.2089 17.1521
O -11.7364 1.6137 16.4013
C -9.5741 1.6584 17.4473
H -11.4944 3.1954 18.7993
H -12.0727 4.1785 17.3356
H -10.4075 4.2465 18.0358
H -9.5533 1.1815 18.4272
H -8.7216 2.2774 17.1679
H -9.4402 0.8369 16.7436
C -15.0333 8.4268 26.5319
C -15.9844 8.2676 25.3370
O -17.2125 8.3732 25.4864
C -15.4651 7.6136 24.0509
H -14.0487 8.0771 26.2212
H -15.5738 7.9001 27.3184
H -15.0598 9.4985 26.7291
H -15.2435 8.3362 23.2654
H -16.1953 6.9417 23.5997
H -14.6030 7.0081 24.3306
C -9.8111 9.3701 23.4680
C -9.8878 10.8650 23.5726
O -9.0985 11.4836 24.2517
C -10.9078 11.5824 22.8419
H -10.0458 9.0387 22.4565
H -10.5513 8.9001 24.1155
H -8.8790 8.8566 23.7036
H -11.4949 10.9682 22.1592
H -10.3791 12.4027 22.3565
H -11.7257 12.0629 23.3787
```

Results
* net charge: +1
* calculated total energy: -3121.25264 Ha
* gap between HOMO and LUMO: 1.65 eV
* F_max: 3.2 eV/A